[1]
Below is a structure of composition C19H25Br9N6O12 at a distorted geometry, with properties calculated with wB97M-V/def2-TZVPD.

XYZ file:
```
71
Properties=species:S:1:pos:R:3
C 1.8674 -1.8465 3.6220
O 3.7923 -2.6452 -4.3522
H 0.6932 -1.8326 -6.2334
Br -1.1902 3.8906 2.5057
C 3.5561 -4.1663 -1.0183
H 0.1174 2.1697 -1.6437
C 3.9202 2.4947 -1.7899
C -0.3586 -1.5566 -6.1583
O 3.8042 -3.8285 3.6200
C 0.6722 4.2527 1.8357
H 4.8293 3.0163 -2.0894
N -3.5589 4.4435 -0.8012
C 2.1841 -2.4901 -2.1045
O -0.4432 0.7448 -6.2915
O -5.5172 0.5181 3.7149
H 1.8180 -2.8995 6.7461
Br 0.7950 5.9609 0.8500
H 1.3624 -2.8222 1.1204
N 3.3039 -3.6080 4.7132
N -4.9161 1.2491 2.9401
N 4.0053 -3.4647 -3.4428
Br 3.3648 2.9400 0.0810
H -4.9626 5.4017 0.2415
N -0.1711 -0.2104 -5.6172
H 1.8078 -1.8932 -2.9221
O 4.8169 -4.3766 -3.5084
H 2.4566 -2.0376 2.7373
O -3.6641 3.2351 -0.8461
C -0.7972 1.5783 -1.6872
N -1.1186 1.0405 -0.4076
O -3.4886 5.2170 -1.7450
Br 2.4055 2.6712 -3.0854
C 0.5539 -1.4010 5.9567
C 0.2259 -0.5935 4.8387
H 0.8357 3.4205 1.1510
H 2.7956 -4.7184 1.0105
H -3.8990 4.3897 1.3108
Br -4.2143 -1.8437 -4.8067
C -3.6068 -0.8291 -3.2079
H 0.0959 -1.0849 6.8823
O -1.9827 0.1597 -0.3896
H -2.6071 -1.1511 -2.9162
Br 4.2958 0.5775 -1.8336
H 4.3320 -4.9102 -1.1237
H -3.4644 6.0344 0.6364
O -5.1938 2.3910 2.6134
Br 2.0173 4.0541 3.1915
C -3.9473 5.0727 0.4627
H -1.5745 2.2367 -2.0749
C 1.5168 -2.3387 5.8736
C 1.7175 -3.0693 0.1308
O 3.5993 -4.2145 5.7747
O 0.1736 -0.1741 -4.4004
H -0.7879 -2.1965 -5.3874
H -0.8350 -1.5862 -7.1382
H 0.6291 -1.6090 -0.9215
C 3.2265 -3.4172 -2.1900
H -3.0759 0.3479 3.2671
H -3.8676 0.3579 1.5980
C 1.5241 -2.2123 -0.9605
H -0.5112 0.1925 4.9116
C 0.8609 -0.9283 3.6632
H -3.0181 1.7872 2.1329
C -3.5760 0.9197 2.4854
C 2.2727 -2.5556 4.7313
Br -3.3450 1.0051 -3.8494
H -0.6089 0.6964 -2.2996
Br -4.8849 -0.9343 -1.6991
O -0.4084 1.3451 0.6253
H 0.6406 -0.2805 2.8277
C 2.7100 -4.0861 0.1392
```

gap between HOMO and LUMO (spin up / spin down)	2.413 / 6.149	eV
spin multiplicity	2
total charge	-1

Computed Mulliken charges, given in elementary charges:
1 C -0.556
2 O -0.599
3 H 0.358
4 Br -0.023
5 C -0.476
6 H -0.106
7 C -0.412
8 C -0.825
9 O -0.766
10 C 0.442
11 H 0.423
12 N 0.956
13 C -0.225
14 O -0.512
15 O -0.573
16 H 0.370
17 Br -0.047
18 H 0.685
19 N 0.816
20 N 0.973
21 N 1.009
22 Br 0.050
23 H 0.315
24 N 0.794
25 H 0.663
26 O -0.603
27 H 0.607
28 O -0.438
29 C -0.249
30 N 1.047
31 O -0.568
32 Br -0.059
33 C -0.441
34 C -0.599
35 H -0.432
36 H 0.393
37 H 0.135
38 Br -0.103
39 C -0.013
40 H 0.306
41 O -0.461
42 H 0.144
43 Br 0.011
44 H 0.459
45 H 0.279
46 O -0.560
47 Br -0.020
48 C -0.638
49 H 0.119
50 C -0.424
51 C -0.528
52 O -0.787
53 O -0.331
54 H 0.290
55 H 0.267
56 H 0.330
57 C -0.206
58 H 0.319
59 H 0.195
60 C -0.348
61 H 0.431
62 C -0.099
63 H -0.098
64 C -0.359
65 C -0.382
66 Br -0.017
67 H 0.133
68 Br -0.064
69 O -0.291
70 H 0.566
71 C -0.646

=====

[2]
Below is a structure of composition C47H47F3LaN8O4P at a distorted geometry, with properties calculated with wB97M-V/def2-TZVPD.

XYZ file:
```
111
Properties=species:S:1:pos:R:3
H 13.4476 8.0897 13.2067
C 10.1823 17.3105 10.7853
H 7.8904 19.7034 11.5325
H 15.5179 15.7414 14.5667
H 13.1320 19.6127 10.0243
F 10.7200 12.6463 6.5511
H 6.4506 10.9099 11.6028
H 9.6987 15.3226 10.2007
H 13.6740 17.8486 5.4109
H 12.6186 17.0874 13.4294
H 7.2464 15.6708 10.3304
H 17.3171 13.5851 12.6606
C 12.4512 17.3353 9.0544
C 9.7024 13.6434 13.6636
C 9.1630 12.6381 12.6473
C 15.9949 12.4730 11.5833
P 11.9567 16.8697 10.7195
O 12.2906 13.9655 9.2350
C 11.9125 16.3463 16.1579
H 16.4350 9.9467 10.9545
H 14.7147 8.4962 7.5702
H 7.1484 12.7880 13.2528
N 17.1071 11.9653 10.9682
H 13.4129 11.8385 15.6395
C 11.5655 17.7257 8.0774
H 13.8762 15.4695 13.0691
H 14.7429 11.4008 10.6252
H 11.2674 18.4144 6.0865
C 7.9328 16.4830 10.5840
H 13.4058 10.2713 6.9293
H 18.8246 13.1930 11.3324
C 15.5010 14.4845 12.9946
C 7.8373 12.2699 12.5774
O 13.0630 14.2039 7.1950
N 14.7862 12.1113 11.3605
H 14.0823 13.8735 16.8342
N 12.1481 10.7559 10.6374
H 12.1632 11.8622 14.3659
H 13.3804 18.8814 14.8666
H 10.0880 16.2237 13.2316
H 13.8328 12.4150 14.0430
C 13.7772 17.1044 8.6933
C 11.2734 15.7922 15.0075
C 17.0843 10.6279 10.3876
H 10.5167 17.9263 8.3306
C 13.0093 12.3862 14.7891
C 13.3108 17.7791 6.4459
O 8.9130 14.1140 14.4858
H 9.2240 16.3346 14.6588
C 12.9446 15.6732 16.7853
C 13.0125 10.5797 7.8798
C 13.1457 19.4619 11.1231
H 6.3296 17.8277 10.9272
H 14.0072 21.4101 11.5005
C 14.3796 8.5840 8.6085
C 8.2729 18.7471 11.2190
C 9.2970 16.2891 10.5358
H 11.9195 10.5267 7.8667
H 18.8353 12.2965 9.8512
C 10.2121 16.5696 14.2740
H 18.0942 10.1931 10.3927
H 11.8650 8.5917 12.5667
H 13.2747 11.6021 8.1320
H 13.4393 16.0299 17.6634
C 8.4324 10.6891 10.8622
C 14.3824 7.7928 10.8346
F 9.9755 13.0966 8.5156
La 12.4238 13.1937 11.4407
C 14.8456 7.6632 9.5327
H 16.8577 14.6757 14.5314
H 13.0567 9.7892 13.0710
H 14.4974 16.7015 9.4041
C 10.7330 13.5495 7.4859
O 10.5096 9.3407 9.7402
C 18.1766 12.8361 10.5296
C 13.3047 14.4042 16.3118
C 12.1879 13.9228 7.9844
C 13.5071 9.6258 8.9540
H 11.6196 17.3329 16.4927
C 13.4900 8.8050 11.1980
C 9.6428 18.5479 11.1604
H 14.7685 7.1177 11.5637
H 16.7746 10.6737 9.3635
C 13.0631 9.7409 10.2659
H 15.2454 17.0753 7.1956
N 16.1531 15.1827 13.9889
C 7.4625 11.2707 11.6659
C 13.3423 19.0746 13.8351
H 15.5182 6.8583 9.2144
N 14.3086 14.7155 12.5358
C 9.7431 11.0963 11.0545
C 10.8683 10.3174 10.3991
C 11.9870 18.0054 6.8021
N 11.0204 13.8419 13.5259
C 12.9497 8.8360 12.5902
F 10.1224 14.6614 7.0294
C 13.7246 20.2881 13.2879
C 11.6352 14.5100 14.5930
H 8.1870 9.8934 10.1345
C 13.6706 20.4692 11.9213
C 7.4121 17.7040 10.9233
H 10.3781 17.6498 14.2947
N 16.3288 13.4879 12.4708
C 12.6968 18.2563 11.6237
N 10.0867 12.0818 11.8917
H 13.9926 21.0914 13.9430
H 10.3261 19.3689 11.3172
C 14.2155 17.2987 7.4028
C 12.8140 18.0801 12.9885
C 12.6720 13.8126 15.2216
H 17.7710 13.7378 10.0505
```

gap between HOMO and LUMO	7.945	eV
relative energy (zero: lowest compared OMol25 entry of this formula, charge and spin)	0.0	kcal/mol

Mulliken population analysis, charges in e, atoms 1 to 99:
1 H 0.482
2 C 0.086
3 H 0.418
4 H 0.243
5 H 0.307
6 F -0.269
7 H 0.470
8 H -0.028
9 H 0.301
10 H -0.963
11 H 0.428
12 H 0.318
13 C -0.075
14 C -0.427
15 C -0.179
16 C -0.017
17 P 2.180
18 O -0.047
19 C -0.819
20 H 0.370
21 H 0.359
22 H 0.522
23 N 0.127
24 H 0.620
25 C -0.228
26 H -0.759
27 H -0.451
28 H 0.383
29 C -0.555
30 H 0.514
31 H 0.296
32 C 0.090
33 C -0.585
34 O -0.626
35 N 0.188
36 H 0.458
37 N 1.639
38 H 0.147
39 H 0.595
40 H -0.176
41 H 0.090
42 C -0.104
43 C 0.628
44 C -1.293
45 H 0.365
46 C -1.637
47 C -0.525
48 O -0.759
49 H 0.597
50 C -1.228
51 C -1.182
52 C -0.029
53 H 0.359
54 H 0.430
55 C -0.903
56 C -0.737
57 C -0.103
58 H 0.193
59 H 0.431
60 C -1.317
61 H 0.450
62 H 0.276
63 H 0.006
64 H 0.470
65 C -0.653
66 C -1.132
67 F -0.171
68 La 1.693
69 C -0.925
70 H 0.225
71 H -0.066
72 H 0.304
73 C 0.562
74 O -0.724
75 C -1.147
76 C -0.750
77 C 0.715
78 C 1.944
79 H 0.566
80 C 1.524
81 C -0.612
82 H 0.413
83 H 0.483
84 C -1.642
85 H 0.426
86 N -0.556
87 C -0.711
88 C -1.352
89 H 0.403
90 N 0.604
91 C 0.392
92 C -0.680
93 C -0.724
94 N 1.042
95 C -1.385
96 F -0.284
97 C -0.652
98 C -0.281
99 H 0.518